1.
Molecular formula: C5H9BrS2
Method: DFT, wB97M-V/def2-TZVPD

Summary:
Energy relative to the best compared isomer or geometry (same formula, charge and spin)   9.4 kcal per mole
Orbital gap   9.25 eV

Cartesian coordinates (Å):
C (-1.00, -1.56, 0.09)
C (0.50, -1.54, 0.45)
C (-1.44, -0.28, -0.68)
C (0.50, 1.29, 0.71)
C (1.20, 1.66, -0.48)
S (0.99, -0.18, 1.57)
S (-1.54, 1.28, 0.16)
Br (0.68, 2.71, 2.05)
H (-1.22, -2.43, -0.46)
H (-1.73, -1.59, 0.93)
H (0.95, -2.42, 0.97)
H (1.15, -1.60, -0.36)
H (-0.88, -0.15, -1.49)
H (-2.42, -0.50, -1.09)
H (1.28, 0.72, -1.12)
H (2.17, 2.09, -0.34)
H (0.81, 2.49, -0.91)

Atomic partial charges in e from the Mulliken method, atoms 1 to 2:
1. C -0.49
2. C -0.82

***

2.
Molecular formula: C5H9Cl
Method: DFT, wB97M-V/def2-TZVPD

Summary:
SMILES   C#CC.CCCl
Energy relative to the best compared isomer or geometry (same formula, charge and spin)   62.4 kcal per mole
Orbital gap   10.72 eV

Cartesian coordinates (Å):
C (-1.55, 1.32, 0.44)
C (-1.40, 0.46, 1.27)
C (-1.31, -0.43, 2.35)
C (0.90, 0.54, -1.32)
C (1.41, -0.91, -1.51)
Cl (2.92, -0.85, -2.50)
H (-1.57, 2.01, -0.34)
H (-0.39, -0.28, 2.89)
H (-2.18, -0.32, 3.05)
H (-1.41, -1.37, 2.06)
H (1.53, 1.31, -1.76)
H (-0.13, 0.65, -1.81)
H (0.67, 0.63, -0.26)
H (1.73, -1.21, -0.45)
H (0.78, -1.56, -2.08)

Atomic partial charges in e from the Mulliken method, atoms 1 to 2:
1. C -0.09
2. C 0.07

***

3.
Molecular formula: C5H9Cl
Method: DFT, wB97M-V/def2-TZVPD

Summary:
SMILES   CC(C)=C(C)Cl
Energy relative to the best compared isomer or geometry (same formula, charge and spin)   29.9 kcal per mole
Orbital gap   9.63 eV

Cartesian coordinates (Å):
C (-0.35, 0.25, 0.23)
C (0.42, 1.15, -0.43)
C (-1.44, 0.71, 1.19)
C (-0.21, -1.28, 0.11)
C (1.46, 0.94, -1.47)
Cl (0.02, 2.83, -0.11)
H (-1.55, 1.78, 1.35)
H (-2.35, 0.43, 0.70)
H (-1.40, 0.13, 2.01)
H (-0.98, -1.74, 0.77)
H (-0.39, -1.45, -0.89)
H (0.62, -1.84, 0.46)
H (2.16, 0.20, -1.25)
H (0.92, 0.88, -2.42)
H (2.20, 1.82, -1.33)

Atomic partial charges in e from the Mulliken method, atoms 1 to 2:
1. C 0.34
2. C 0.81

***

4.
Molecular formula: C5H9Cl3F3NO2PS
Method: DFT, wB97M-V/def2-TZVPD

Summary:
Net charge   +1
Energy relative to the best compared isomer or geometry (same formula, charge and spin)   0.0 kcal per mole
Orbital gap   8.12 eV

Cartesian coordinates (Å):
C (2.11, -1.08, 1.58)
C (1.78, 0.36, 1.17)
C (1.99, 0.72, -0.28)
N (1.31, 1.16, 2.10)
P (-0.20, 1.76, 1.82)
S (-1.77, 0.27, 1.90)
O (-3.00, 1.01, 1.95)
O (-1.68, -0.57, 3.05)
C (-1.87, -0.82, 0.38)
F (-2.55, -1.88, 0.71)
F (-0.67, -1.23, -0.06)
F (-2.46, -0.16, -0.60)
H (2.73, -1.52, 0.78)
H (1.18, -1.68, 1.72)
H (2.62, -1.05, 2.56)
H (3.05, 0.63, -0.60)
H (1.63, 1.72, -0.58)
H (1.44, -0.03, -0.91)
H (-0.48, 2.64, 2.89)
H (-0.27, 2.55, 0.63)
C (-1.02, -0.61, -3.95)
Cl (0.60, 0.03, -3.63)
Cl (-2.11, 0.70, -4.44)
Cl (-0.97, -1.87, -5.17)
H (-1.40, -1.04, -3.03)

Atomic partial charges in e from the Mulliken method, atoms 1 to 2:
1. C -0.90
2. C 0.66

***

5.
Molecular formula: C5H9ClCrNO3
Method: DFT, wB97M-V/def2-TZVPD

Summary:
Net charge   +2
2S+1   6
Orbital gap (alpha / beta)   6.32 / 3.38 eV

Cartesian coordinates (Å):
Cr (2.05, -2.48, 0.24)
Cl (1.63, -1.69, -2.12)
C (1.44, 2.29, -2.31)
C (1.54, 2.61, -0.89)
N (1.57, 2.87, 0.22)
H (2.22, 2.80, -2.89)
H (0.49, 2.68, -2.67)
H (1.52, 1.23, -2.55)
C (-1.40, -0.19, -1.23)
O (-1.58, -0.11, 0.23)
C (-0.87, -0.81, 1.07)
O (0.24, -1.40, 0.89)
O (-1.51, -0.79, 2.30)
C (-0.98, -1.44, 3.39)
H (-2.22, 0.21, -1.84)
H (-1.22, -1.21, -1.56)
H (-0.47, 0.31, -1.49)
H (0.11, -1.47, 3.44)
H (-1.30, -2.48, 3.48)
H (-1.28, -0.92, 4.29)

Atomic partial charges in e from the Mulliken method, atoms 1 to 2:
1. Cr 1.44
2. Cl -0.02

***

6.
Molecular formula: C5H9ClFN
Method: DFT, wB97M-V/def2-TZVPD

Summary:
SMILES   C[C@@H]1NC[C@H]1[C@@H](F)Cl
Energy relative to the best compared isomer or geometry (same formula, charge and spin)   20.6 kcal per mole
Orbital gap   10.39 eV

Cartesian coordinates (Å):
C (1.46, 1.37, -0.54)
C (0.74, 0.29, 0.18)
C (-0.15, -1.64, 0.06)
C (-0.58, -0.27, -0.31)
C (-1.77, 0.31, 0.42)
H (1.54, 1.12, -1.61)
H (0.96, 2.35, -0.40)
H (2.49, 1.46, -0.18)
H (0.62, 0.64, 1.23)
H (1.95, -1.46, 0.67)
H (-0.53, -1.99, 1.08)
H (-0.48, -2.38, -0.64)
H (-0.73, -0.15, -1.42)
H (-1.74, -0.01, 1.46)
N (1.23, -1.10, -0.02)
F (-1.67, 1.68, 0.37)
Cl (-3.32, -0.20, -0.34)

Atomic partial charges in e from the Mulliken method, atoms 1 to 2:
1. C -1.42
2. C 0.29

***

7.
Molecular formula: C5H9ClFN4O
Method: DFT, wB97M-V/def2-TZVPD

Summary:
Net charge   +1
SMILES   CO/C(=N\Cl)[C@H](F)[C@H]([NH3+])N=C=N
Energy relative to the best compared isomer or geometry (same formula, charge and spin)   39.0 kcal per mole
Orbital gap   10.44 eV

Cartesian coordinates (Å):
C (0.01, 1.61, 0.42)
C (-1.61, 0.98, -1.19)
C (0.95, 0.42, 0.20)
C (0.01, -0.84, -0.11)
C (1.98, -2.14, -0.71)
N (-0.98, 1.83, -0.52)
N (-2.30, 0.61, -2.07)
N (-1.22, -0.64, 0.22)
N (-0.68, 1.44, 1.88)
O (0.60, -1.84, -0.71)
F (1.79, 0.08, 1.20)
Cl (-2.52, -1.78, 0.06)
H (0.60, 2.45, 0.60)
H (1.57, 0.62, -0.66)
H (2.64, -1.31, -0.75)
H (2.21, -2.93, -1.58)
H (2.06, -2.69, 0.23)
H (-2.76, -0.03, -2.74)
H (-0.01, 1.70, 2.63)
H (-0.87, 0.42, 1.71)
H (-1.49, 2.01, 1.88)

Atomic partial charges in e from the Mulliken method, atoms 1 to 2:
1. C -0.44
2. C 0.59

***

8.
Molecular formula: C5H9ClN2
Method: DFT, wB97M-V/def2-TZVPD

Summary:
Energy relative to the best compared isomer or geometry (same formula, charge and spin)   99.3 kcal per mole
Orbital gap   8.46 eV

Cartesian coordinates (Å):
C (-2.17, 0.94, 0.01)
C (-0.69, 0.83, 0.48)
C (0.31, -0.01, 0.03)
C (1.56, -0.33, 0.70)
C (1.13, -1.45, -1.81)
H (-2.18, 0.85, -1.15)
H (-2.82, 2.02, 0.48)
H (-2.64, -0.05, 0.67)
H (1.87, -1.52, 0.33)
H (2.42, 0.27, 0.19)
H (1.43, -0.25, 1.87)
H (-0.60, -0.13, -1.82)
H (2.16, -1.19, -1.31)
H (-0.02, -2.03, -3.25)
N (0.25, -0.55, -1.22)
N (0.91, -2.28, -2.83)
Cl (-0.50, 1.29, 2.11)

Atomic partial charges in e from the Mulliken method, atoms 1 to 2:
1. C -0.95
2. C 0.40

***

9.
Molecular formula: C5H9ClN2
Method: DFT, wB97M-V/def2-TZVPD

Summary:
SMILES   [H]/N=C(/C(C)=N/[H])[C@@H](C)Cl
Energy relative to the best compared isomer or geometry (same formula, charge and spin)   46.0 kcal per mole
Orbital gap   10.06 eV

Cartesian coordinates (Å):
C (0.00, 0.97, 0.77)
C (0.67, 0.12, -0.56)
C (-0.84, 2.05, 0.30)
C (-0.46, -1.92, -0.09)
C (0.95, -1.26, -0.19)
N (0.44, 0.65, 1.93)
N (0.59, 0.74, -1.63)
Cl (1.81, -2.20, -1.47)
H (-0.28, 2.23, -0.73)
H (-0.90, 2.94, 0.86)
H (-1.80, 1.74, -0.11)
H (-1.07, -1.75, -0.93)
H (-0.48, -3.00, 0.08)
H (-0.87, -1.57, 0.92)
H (1.45, -1.26, 0.74)
H (0.12, 1.17, 2.70)
H (0.69, 0.35, -2.59)

Atomic partial charges in e from the Mulliken method, atoms 1 to 2:
1. C 0.59
2. C 0.21

***

10.
Molecular formula: C5H9ClN2O2S
Method: DFT, wB97M-V/def2-TZVPD

Summary:
SMILES   O=[N+]([O-])[C@]1(Cl)CCCCN1S
Energy relative to the best compared isomer or geometry (same formula, charge and spin)   14.4 kcal per mole
Orbital gap   8.00 eV

Cartesian coordinates (Å):
C (0.89, 0.84, -1.12)
C (-0.63, 0.72, -1.43)
C (1.38, -0.46, -0.42)
C (-1.40, 0.55, -0.13)
C (0.48, -0.57, 0.85)
N (-0.93, -0.58, 0.70)
N (0.91, 0.20, 2.05)
O (2.09, 0.34, 2.12)
O (0.03, 0.46, 2.83)
S (-1.62, -2.03, 0.04)
Cl (0.95, -2.38, 1.71)
H (1.40, 1.02, -2.02)
H (1.03, 1.74, -0.49)
H (-1.04, 1.66, -2.00)
H (-0.86, -0.10, -2.16)
H (1.27, -1.38, -1.05)
H (2.53, -0.36, 0.03)
H (-1.18, 1.44, 0.40)
H (-2.45, 0.41, -0.12)
H (-2.84, -1.54, 0.21)

Atomic partial charges in e from the Mulliken method, atoms 1 to 2:
1. C -0.66
2. C -0.43

***

Question: Which formula does entry 7 have?
Answer: C5H9ClFN4O

***

Question: What is the formula in the eighth record?
Answer: C5H9ClN2